Formula: C16H26N4O4
Source: the Open Molecules 2025 dataset
Level of theory: ωB97M-V with the def2-TZVPD basis set

The HOMO-LUMO gap is 9.39 eV. For the energy above the lowest of the compared OMol25 structures with the same formula, charge and spin, the calculation gives 161.44 kJ/mol. The value obtained for the lowest unoccupied orbital energy is 0.6 eV.

Geometry as ORCA input:
```
! wB97M-V def2-TZVPD RIJCOSX def2/J DEFGRID3
* xyz 0 1
C -5.08758 -3.92109 1.14709
C -5.10789 -2.91442 0.00356
C -4.33083 -1.64985 0.35677
C -4.34690 -0.64676 -0.79476
N -3.60736 0.56198 -0.45288
C -4.32524 1.60582 0.09106
O -5.51931 1.56703 0.26903
N -3.57483 2.70506 0.41015
C -2.20372 2.88688 0.27137
O -1.72895 3.95060 0.62267
C -1.49837 1.75349 -0.28865
C -0.09893 1.79394 -0.45517
C 0.68137 2.98807 -0.02945
N 0.51853 0.76322 -1.00823
C 1.92985 0.55392 -1.19175
C 2.58976 0.02895 0.09633
N 4.03238 0.15964 0.03572
C 4.64505 0.07633 1.35337
C 6.14768 0.32459 1.22333
O 6.74977 -0.61254 0.36372
C 6.15587 -0.55814 -0.91013
C 4.65160 -0.82374 -0.84012
C -2.24061 0.56789 -0.65691
O -1.72564 -0.44577 -1.14138
H -5.64432 -4.81577 0.87891
H -4.06560 -4.21014 1.38252
H -5.53647 -3.49208 2.04007
H -4.67037 -3.36785 -0.88851
H -6.14088 -2.64803 -0.22908
H -4.77226 -1.18174 1.23934
H -3.29477 -1.90859 0.58595
H -3.87882 -1.08142 -1.68004
H -5.37103 -0.34548 -1.02012
H -4.08283 3.48950 0.80289
H 0.46521 3.21559 1.01237
H 0.35232 3.85834 -0.59485
H 1.74884 2.84927 -0.15665
H -0.11903 -0.02068 -1.22301
H 2.04047 -0.17313 -1.99756
H 2.43451 1.47440 -1.49390
H 2.23649 0.63739 0.93285
H 2.26953 -1.01131 0.27741
H 4.20659 0.84095 1.99785
H 4.48094 -0.91390 1.81272
H 6.64027 0.21683 2.19088
H 6.31076 1.34267 0.83886
H 6.65251 -1.31891 -1.51437
H 6.32301 0.43331 -1.35777
H 4.22849 -0.73402 -1.84102
H 4.48073 -1.85028 -0.47047
*
```